# 1
A molecular structure, C5H9NO at a distorted geometry, computed with ωB97M-V with the def2-TZVPD basis set.

Orbital gap = 9.191 eV
Energy above the lowest of the compared OMol25 structures with the same formula, charge and spin = 141.8 kcal/mol
Highest occupied orbital energy = -0.3043 hartree
Calculated total energy = -8863.0639 eV

The geometry in ORCA input format:
```
! wB97M-V def2-TZVPD RIJCOSX def2/J DEFGRID3
* xyz 0 1
O 0.160 -0.401 0.384
N -1.184 -0.068 2.114
C -2.264 1.190 1.279
C 1.032 -0.673 -1.895
C -0.424 0.518 1.189
C 1.089 0.043 -0.588
C 2.216 -0.873 -0.981
H -2.684 0.847 0.331
H -2.015 2.260 1.216
H 3.164 -0.427 -1.278
H -2.964 1.038 2.085
H 0.329 -1.499 -1.936
H -1.222 -1.109 1.958
H 1.143 -0.116 -2.820
H 1.301 1.109 -0.562
H 2.325 -1.839 -0.496
*
```

***

# 2
A single C5H8N2 molecule, computed with ωB97M-V with the def2-TZVPD basis set.

Orbital gap = 8.745 eV
Energy above the lowest of the compared OMol25 structures with the same formula, charge and spin = 7.9 kcal/mol
SMILES string = Cn1cccc1N
Highest occupied orbital energy = -0.2845 hartree
Calculated total energy = -8294.6527 eV

The geometry in ORCA input format:
```
! wB97M-V def2-TZVPD RIJCOSX def2/J DEFGRID3
* xyz 0 1
N 0.053 0.359 -0.460
N 0.499 -1.927 0.149
C -0.883 1.226 1.364
C -0.490 1.500 0.080
C 0.513 0.206 -1.821
C -0.551 -0.132 1.628
C 0.024 -0.638 0.485
H -0.275 0.493 -2.524
H -0.535 2.413 -0.499
H 0.761 -0.845 -1.979
H 1.402 0.819 -2.010
H 0.038 -2.628 0.717
H 1.500 -2.011 0.300
H -0.708 -0.678 2.549
H -1.349 1.924 2.048
*
```

***

# 3
A molecular structure, C40H46N3O8RbS, computed with ωB97M-V with the def2-TZVPD basis set.

Orbital gap = 5.030 eV
Energy above the lowest of the compared OMol25 structures with the same formula, charge and spin = 0.0 kcal/mol
Highest occupied orbital energy = -0.0472 hartree
Calculated total energy = -74561.4447 eV

The geometry in ORCA input format:
```
! wB97M-V def2-TZVPD RIJCOSX def2/J DEFGRID3
* xyz -2 1
Rb -0.566 0.059 1.228
S 0.180 -0.332 -2.244
O 1.074 -3.249 3.064
O -2.387 -1.503 8.735
O 1.029 0.298 -1.177
O -4.128 0.118 4.656
O -2.865 0.176 2.924
O -0.818 -2.977 8.750
O 0.767 -4.789 4.538
O -1.421 -2.168 2.626
N -1.558 -2.198 8.162
N 0.515 -3.696 4.043
N -3.145 -0.249 4.027
C -3.519 -1.751 -0.442
C -2.320 -1.281 6.027
C 0.940 0.225 -3.848
C -0.571 -2.946 6.050
C 2.978 1.374 1.293
C 1.696 1.920 1.857
C -1.390 -2.070 3.851
C 3.067 1.279 -3.063
C 0.775 -2.076 -2.321
C 3.384 3.662 -3.093
C 4.360 -2.493 -3.475
C 3.855 2.388 -2.803
C -1.489 -2.143 6.728
C 2.264 -2.168 -2.308
C -1.774 -1.563 -5.254
C -0.507 -2.880 4.691
C -2.480 -1.985 -2.810
C -0.277 3.047 2.104
C 1.330 2.706 -3.896
C -2.241 -1.117 -3.899
C -3.512 1.286 -1.325
C -3.032 0.130 -2.159
C 0.813 2.828 1.231
C 0.973 3.452 -0.126
C -1.421 3.986 1.852
C -2.603 0.191 -3.500
C 2.972 -2.499 -3.462
C -2.543 1.437 -4.339
C -0.067 2.281 3.277
C 1.798 1.426 -3.621
C -0.930 2.310 4.508
C 5.062 -2.148 -2.329
C 2.119 3.818 -3.639
C -2.376 -3.482 -2.869
C -2.259 -1.220 4.660
C 2.982 -1.841 -1.157
C 1.747 0.583 4.079
C 4.368 -1.826 -1.170
C 1.152 1.579 3.122
C -2.963 -1.213 -1.734
H 0.090 -3.605 6.592
H -1.713 3.991 0.797
H -3.417 2.229 -1.868
H 0.091 0.430 -4.498
H -2.473 -2.269 -5.724
H 3.993 4.531 -2.873
H -2.142 2.288 -3.778
H 3.421 0.287 -2.804
H -1.188 5.027 2.119
H 3.867 1.909 1.660
H -2.924 -3.888 -3.729
H 1.529 -0.592 -4.261
H 0.331 2.828 -4.298
H 1.333 0.696 5.085
H -1.670 -0.720 -5.943
H -2.986 -2.635 -0.085
H -0.800 -2.076 -5.232
H 1.734 4.810 -3.845
H -0.788 1.416 5.123
H 2.833 0.703 4.165
H 0.807 4.536 -0.096
H -3.525 1.746 -4.719
H 6.146 -2.133 -2.338
H 4.892 -2.753 -4.383
H 2.426 -2.766 -4.360
H -4.575 -2.039 -0.554
H 4.904 -1.551 -0.270
H 1.580 -0.464 3.784
H -4.566 1.185 -1.039
H -2.306 3.701 2.428
H -3.499 -1.023 0.374
H -2.955 1.403 -0.388
H -1.995 2.367 4.262
H 0.317 -2.530 -1.441
H 1.976 3.287 -0.525
H 0.321 -2.513 -3.210
H -3.013 -0.644 6.555
H 4.830 2.259 -2.349
H 2.986 1.421 0.201
H -0.712 3.172 5.153
H -1.903 1.305 -5.218
H 3.120 0.321 1.565
H -2.799 -3.942 -1.973
H -1.348 -3.859 -2.959
H 0.278 3.040 -0.867
H 2.450 -1.575 -0.254
*
```

***

# 4
A molecular structure, C22H35ClCsN6O3 at a distorted geometry, computed with ωB97M-V with the def2-TZVPD basis set.

Orbital gap = 4.315 eV
Energy above the lowest of the compared OMol25 structures with the same formula, charge and spin = 48.7 kcal/mol
Highest occupied orbital energy = -0.0870 hartree
Calculated total energy = -51536.8400 eV

The geometry in ORCA input format:
```
! wB97M-V def2-TZVPD RIJCOSX def2/J DEFGRID3
* xyz -1 1
Cs 0.299 -1.160 0.814
Cl 1.150 6.813 4.771
O 1.801 -2.748 -0.370
O 1.207 -2.639 2.394
O -3.675 -0.728 0.768
N 0.903 -0.774 -2.848
N -2.754 -2.202 -1.750
N -1.901 0.227 -3.321
N -3.083 1.332 1.469
N -1.726 1.642 -0.917
N -3.616 -0.333 2.991
C -1.871 1.677 -3.398
C -2.314 2.308 -2.063
C 0.058 3.283 3.232
C -3.427 0.051 1.679
C 3.350 -3.012 1.407
C 0.982 5.436 3.697
C 1.529 4.350 1.643
C 3.100 -2.298 3.722
C -3.386 -1.793 -2.990
C 2.461 -2.633 2.487
C -1.058 -0.439 -4.299
C 3.640 -4.171 -0.827
C 4.445 -2.399 3.915
C 1.649 5.429 2.475
C 5.278 -2.844 2.881
C 4.725 -3.135 1.661
C 0.655 2.109 1.146
C 2.838 -3.246 0.084
C 0.747 3.195 1.978
C 0.177 4.363 4.066
C -0.111 -1.451 -3.638
C -3.257 -0.286 -3.221
H -0.559 2.442 3.538
H -2.061 3.372 -2.054
H 4.872 -2.132 4.874
H 0.318 -2.084 -4.439
H -2.705 1.550 0.530
H 3.989 -5.045 -0.284
H 1.629 -0.386 -3.444
H 1.241 2.068 0.235
H 6.343 -2.943 3.048
H -3.725 0.198 -2.361
H 5.385 -3.416 0.852
H 4.500 -3.644 -1.235
H -0.827 2.042 -0.651
H -2.729 1.898 2.221
H 1.345 -1.444 -2.228
H -3.115 -1.647 -0.977
H -0.690 -2.078 -2.960
H -4.474 -2.006 -3.010
H -0.349 4.389 5.013
H 2.998 -4.474 -1.651
H -3.083 0.114 3.719
H -1.665 -0.955 -5.056
H -2.515 2.074 -4.209
H -3.853 -0.029 -4.123
H 2.261 6.278 2.192
H -0.840 1.977 -3.601
H -1.564 0.668 -1.174
H -0.448 0.304 -4.822
H 2.058 4.349 0.696
H -2.989 -3.170 -1.555
H 0.089 1.223 1.428
H -2.922 -2.360 -3.804
H -3.404 2.235 -1.971
H 2.443 -1.968 4.515
H -3.770 -1.322 3.108
*
```